[1]
Density functional theory data (the ωB97M-V functional and the def2-TZVPD basis) for a cluster of 2 separate species, C4H15N3O in total.

The geometry in XYZ format:
```
23
Properties=species:S:1:pos:R:3:lowdin_charge:R:1
C -2.419 1.657 -1.784 -0.119
N -1.486 0.580 -1.387 -0.126
C -0.549 0.996 -0.362 -0.254
C 0.233 -0.124 0.319 -0.220
N -0.450 -0.765 1.451 -0.075
C -0.896 -2.151 1.303 -0.309
N -1.854 -2.453 0.224 0.010
H -2.325 1.725 -2.862 0.062
H -3.478 1.450 -1.647 0.071
H -2.092 2.623 -1.410 0.073
H -1.988 -0.282 -1.254 0.067
H -1.037 1.530 0.463 0.108
H 0.139 1.678 -0.868 0.116
H 0.499 -0.883 -0.397 0.108
H 1.143 0.300 0.747 0.104
H -1.252 -0.235 1.723 0.081
H 0.009 -2.739 1.136 0.105
H -1.344 -2.474 2.242 0.107
H -1.499 -2.017 -0.614 0.031
H -2.728 -2.035 0.517 0.059
O 6.481 1.784 0.258 -0.062
H 5.627 2.105 0.540 0.027
H 6.860 1.020 0.704 0.035
```

Calculated values
ΔE to the lowest compared entry with this formula, charge and spin ... 159.9 kJ/mol
SMILES ... CNCCNCN.O
Highest occupied orbital energy ... -8.74 eV



[2]
Density functional theory data (the ωB97M-V functional and the def2-TZVPD basis) for a cluster of 2 separate species, C4H15N3O in total.

The geometry in XYZ format:
```
23
Properties=species:S:1:pos:R:3:lowdin_charge:R:1
C 0.401 1.003 2.345 -0.089
C 0.307 0.949 0.790 -0.146
C -0.042 -0.302 -0.008 -0.302
C -0.722 0.006 -1.235 -0.090
N -1.301 -0.942 -2.193 0.163
N 0.198 -1.535 0.454 0.171
N -0.130 2.431 2.747 0.221
H -0.114 0.130 2.863 0.148
H 1.506 0.849 2.667 0.164
H 1.325 1.417 0.404 0.175
H -0.308 1.737 0.215 0.120
H -0.914 1.095 -1.382 0.118
H -2.014 -1.588 -1.707 0.214
H -1.732 -0.359 -2.903 0.163
H -0.488 -1.404 -2.718 0.126
H -0.036 -2.361 -0.104 0.131
H 0.633 -1.771 1.289 0.096
H -0.571 2.732 1.929 0.109
H 0.696 3.029 2.817 0.180
H -0.852 2.543 3.492 0.203
H 1.309 -3.303 -2.913 0.158
H 1.731 -2.107 -3.824 0.109
O 1.116 -2.247 -3.024 -0.142
```

Calculated values
ΔE to the lowest compared entry with this formula, charge and spin ... 276.0 kJ/mol
Highest occupied orbital energy ... -15.56 eV
Net charge ... +2



[3]
Density functional theory data (the ωB97M-V functional and the def2-TZVPD basis) for the molecule C4H15N4P.

The geometry in XYZ format:
```
24
Properties=species:S:1:pos:R:3:lowdin_charge:R:1
C -1.499 1.289 1.569 -0.126
N -1.242 0.508 0.334 -0.277
C -1.937 0.492 -0.979 -0.093
P 0.520 0.496 0.234 0.560
N 1.358 0.553 1.612 -0.163
N 0.877 1.639 -0.982 -0.064
N 0.677 -0.951 -0.543 -0.313
C 2.111 -1.159 -0.805 -0.187
C 0.117 -2.113 0.261 -0.088
H -0.776 1.046 2.208 -0.021
H -1.597 2.377 1.307 0.096
H -2.522 1.023 1.970 0.097
H -1.889 -0.470 -1.435 0.070
H -2.908 0.711 -0.740 0.053
H -1.647 1.173 -1.728 0.047
H 0.991 1.008 2.419 -0.055
H 1.595 1.370 -1.631 0.029
H 0.061 1.710 -1.576 0.010
H 2.605 -0.210 -1.057 0.044
H 2.785 -1.576 -0.040 0.080
H 2.302 -1.709 -1.836 0.114
H -0.076 -1.788 1.232 0.034
H -0.787 -2.468 -0.134 0.048
H 0.881 -2.952 0.342 0.104
```

Calculated values
ΔE to the lowest compared entry with this formula, charge and spin ... 14.1 kJ/mol
SMILES ... CN(C)P(=N)(N)N(C)C
Highest occupied orbital energy ... -8.56 eV



[4]
Density functional theory data (the ωB97M-V functional and the def2-TZVPD basis) for a cluster of 3 separate species, C4H15NO2 in total.

The geometry in XYZ format:
```
22
Properties=species:S:1:pos:R:3:mulliken_spin:R:1
C 0.304 -1.507 1.635 1.019
C -0.401 -1.626 0.270 -0.155
C -0.597 -0.248 -0.351 0.948
N 0.694 0.324 -0.803 -0.329
C 0.545 1.727 -1.200 0.288
H -0.425 -1.515 2.431 -0.224
H 0.978 -2.364 1.762 -0.010
H 0.934 -0.628 1.776 -0.207
H 0.236 -2.174 -0.417 0.014
H -1.400 -2.029 0.423 -0.312
H -1.264 -0.217 -1.223 0.077
H -1.100 0.450 0.329 -0.282
H 1.307 0.261 -0.003 -0.001
H -0.352 1.804 -1.797 0.041
H 0.472 2.429 -0.366 -0.235
H 1.375 1.984 -1.865 0.040
H 0.592 -0.974 -3.832 0.001
H 1.152 0.009 -2.799 -0.013
O 0.862 -0.050 -3.729 -0.009
H -1.724 0.940 2.829 -0.220
H -1.227 1.886 3.898 -0.281
O -0.961 1.518 3.033 0.853
```

Calculated values
⟨S²⟩ ... 0.750
ΔE to the lowest compared entry with this formula, charge and spin ... 32.6 kJ/mol
2S+1 ... 2
Highest occupied orbital energy (alpha / beta) ... 0.91 / -6.29 eV
Net charge ... -1



[5]
Density functional theory data (the ωB97M-V functional and the def2-TZVPD basis) for a cluster of 3 separate species, C4H15NO2 in total.

The geometry in XYZ format:
```
22
Properties=species:S:1:pos:R:3:lowdin_charge:R:1
C 2.104 -0.350 -0.349 -0.079
N 0.729 -0.426 0.229 -0.142
C 0.027 0.826 0.392 -0.427
C -1.489 0.579 0.696 -0.059
C 0.108 1.808 -0.862 -0.035
H 2.550 0.593 0.004 0.088
H 2.025 -0.100 -1.402 0.061
H 2.727 -1.183 -0.044 0.081
H 0.224 -1.035 -0.398 0.080
H 0.407 1.242 1.329 0.128
H -1.771 1.205 1.540 0.077
H -1.594 -0.485 0.977 0.070
H -2.082 0.681 -0.205 0.057
H 0.638 1.241 -1.626 0.047
H 0.759 2.640 -0.579 0.078
H -0.843 1.895 -1.375 0.066
O 0.383 -1.718 2.736 -0.076
H -0.242 -1.065 3.019 0.003
H 0.571 -1.476 1.816 -0.020
O -1.721 -1.455 -2.311 -0.036
H -1.006 -1.613 -1.724 -0.015
H -2.505 -1.805 -1.863 0.052
```

Calculated values
ΔE to the lowest compared entry with this formula, charge and spin ... 164.3 kJ/mol
SMILES ... CNC(C)C.O.O
Highest occupied orbital energy ... -9.45 eV



[6]
Density functional theory data (the ωB97M-V functional and the def2-TZVPD basis) for a cluster of 3 separate species, C4H15NO2 in total.

The geometry in XYZ format:
```
22
Properties=species:S:1:pos:R:3:lowdin_charge:R:1
C -1.982 0.554 -1.853 -0.069
C -0.784 -0.546 -1.684 -0.254
N -0.355 -0.953 -0.351 -0.116
C 0.780 -1.722 0.009 -0.339
C 0.823 -2.254 1.476 -0.093
H -2.827 0.186 -1.376 0.019
H -2.306 0.645 -2.971 0.093
H -1.865 1.602 -1.511 0.057
H -1.070 -1.335 -2.278 0.055
H 0.147 -0.291 -2.291 0.109
H -0.559 -0.143 0.311 0.101
H 0.823 -2.589 -0.689 0.112
H 1.798 -1.242 -0.183 0.101
H 0.709 -1.483 2.261 0.067
H -0.027 -2.939 1.487 0.065
H 1.777 -2.730 1.708 0.061
O -0.535 1.478 1.768 -0.089
H -1.318 2.128 1.916 0.104
H 0.106 1.901 1.223 -0.043
O 1.719 2.506 0.301 -0.057
H 2.145 1.689 0.428 0.009
H 2.452 3.204 0.188 0.105
```

Calculated values
ΔE to the lowest compared entry with this formula, charge and spin ... 205.7 kJ/mol
SMILES ... CCNCC.O.O
Highest occupied orbital energy ... -7.82 eV



[7]
Density functional theory data (the ωB97M-V functional and the def2-TZVPD basis) for a cluster of 3 separate species, C4H15NO2 in total.

The geometry in XYZ format:
```
22
Properties=species:S:1:pos:R:3:lowdin_charge:R:1
C -1.848 -0.160 -0.413 -0.088
C -0.525 0.518 -0.792 -0.274
N 0.640 -0.334 -0.626 -0.286
C 1.610 -0.136 -1.685 -0.111
C 1.279 -0.162 0.664 -0.115
H -1.973 -1.143 -0.865 0.071
H -1.965 -0.365 0.652 0.065
H -2.639 0.505 -0.759 0.070
H -0.467 1.393 -0.125 0.098
H -0.599 0.816 -1.832 0.109
H 2.108 0.849 -1.562 0.086
H 1.183 -0.193 -2.679 0.083
H 2.458 -0.817 -1.572 0.083
H 1.837 0.796 0.608 0.090
H 0.600 -0.123 1.513 0.087
H 1.994 -0.959 0.835 0.068
O -2.426 3.092 1.766 -0.052
H -1.831 2.927 2.496 0.028
H -1.887 2.882 0.997 0.012
O 0.814 -3.550 1.152 -0.052
H 1.450 -2.947 0.760 0.004
H 0.188 -2.889 1.465 0.024
```

Calculated values
ΔE to the lowest compared entry with this formula, charge and spin ... 145.9 kJ/mol
SMILES ... CCN(C)C.O.O
Highest occupied orbital energy ... -8.84 eV



[8]
Density functional theory data (the ωB97M-V functional and the def2-TZVPD basis) for a cluster of 3 separate species, C4H15NO2 in total.

The geometry in XYZ format:
```
22
Properties=species:S:1:pos:R:3:lowdin_charge:R:1
C -1.720 -0.124 -1.811 -0.151
C -0.619 0.912 -1.788 -0.262
C 0.352 0.867 -0.632 -0.289
N 1.488 -0.022 -0.723 -0.128
C 1.231 -1.551 -0.780 -0.094
H -2.648 0.224 -1.538 0.023
H -2.014 -0.765 -2.732 0.107
H -1.576 -0.800 -0.968 0.057
H -0.268 0.854 -2.883 0.131
H -1.195 1.873 -1.802 0.106
H 0.725 1.939 -0.428 0.130
H 0.045 0.624 0.392 0.117
H 2.090 0.183 -1.481 0.065
H 0.628 -1.924 0.065 0.072
H 0.603 -1.910 -1.598 0.051
H 2.261 -1.942 -0.875 0.073
O 5.421 1.072 0.474 -0.147
H 5.193 1.861 -0.100 0.048
H 4.947 0.242 0.030 0.091
O -5.749 -0.927 4.628 -0.031
H -5.840 -1.752 4.146 0.036
H -6.210 -0.344 4.081 -0.005
```

Calculated values
ΔE to the lowest compared entry with this formula, charge and spin ... 270.9 kJ/mol
SMILES ... CCCNC.O.O
Highest occupied orbital energy ... -8.86 eV



[9]
Density functional theory data (the ωB97M-V functional and the def2-TZVPD basis) for a cluster of 3 separate species, C4H15NO2 in total.

The geometry in XYZ format:
```
22
Properties=species:S:1:pos:R:3:lowdin_charge:R:1
C 0.731 -0.350 2.734 -0.127
C -0.159 0.309 1.658 -0.275
C -0.660 -0.698 0.674 -0.308
N -0.551 -0.174 -0.729 -0.119
C -1.564 -0.866 -1.746 -0.061
H 0.361 -0.961 3.611 0.082
H 1.335 -1.145 2.214 0.071
H 1.345 0.441 3.229 0.071
H -1.074 0.923 2.167 0.153
H 0.295 1.006 1.001 0.073
H -0.145 -1.725 0.801 0.134
H -1.796 -0.732 0.728 0.121
H 0.433 -0.410 -0.761 0.057
H -1.914 -1.747 -1.210 0.071
H -2.452 -0.317 -1.891 0.044
H -1.257 -0.931 -2.759 0.055
O 1.207 -2.528 -2.018 -0.071
H 1.398 -2.097 -2.889 0.066
H 0.798 -1.786 -1.561 -0.034
O 1.568 4.451 -1.262 -0.080
H 0.806 3.961 -0.915 0.031
H 1.297 5.377 -1.075 0.047
```

Calculated values
ΔE to the lowest compared entry with this formula, charge and spin ... 301.8 kJ/mol
SMILES ... CCCNC.O.O
Highest occupied orbital energy ... -9.34 eV



[10]
Density functional theory data (the ωB97M-V functional and the def2-TZVPD basis) for a cluster of 4 separate species, C4H15NO3 in total.

The geometry in XYZ format:
```
23
Properties=species:S:1:pos:R:3:mulliken_spin:R:1
C -1.033 0.896 1.001 1.006
C -1.833 -0.313 0.573 -0.634
C -1.567 -1.479 1.165 0.447
C -3.351 1.085 -0.840 0.157
N -2.724 -0.199 -0.505 0.245
H -0.367 1.240 0.204 -0.046
H -0.501 0.660 1.916 -0.367
H -1.652 1.767 1.222 -0.030
H -0.823 -1.512 1.944 -0.238
H -1.958 -2.439 0.848 -0.033
H -2.913 1.927 -0.326 0.026
H -4.415 1.080 -0.590 -0.052
H -3.278 1.279 -1.909 -0.115
H -3.444 -0.871 -0.415 -0.012
H 2.273 0.207 -3.127 -0.110
H 1.701 -1.122 -2.710 -0.144
O 1.863 -0.588 -3.499 0.403
H 4.398 2.359 -3.398 -0.387
H 4.709 0.837 -3.479 -0.168
O 4.050 1.484 -3.200 0.859
H 4.347 -1.986 4.779 -0.131
H 2.875 -2.276 4.905 -0.149
O 3.643 -2.035 5.441 0.472
```

Calculated values
⟨S²⟩ ... 0.750
ΔE to the lowest compared entry with this formula, charge and spin ... 131.8 kJ/mol
2S+1 ... 2
Highest occupied orbital energy (alpha / beta) ... 1.07 / -5.31 eV
Net charge ... -1



[11]
Density functional theory data (the ωB97M-V functional and the def2-TZVPD basis) for a cluster of 4 separate species, C4H15NO3 in total.

The geometry in XYZ format:
```
23
Properties=species:S:1:pos:R:3:lowdin_charge:R:1
C -0.754 -0.972 3.906 -0.006
C -0.503 -0.289 2.755 -0.200
C 0.153 -0.806 1.505 -0.199
C 0.507 0.417 0.570 -0.223
N 1.061 -0.123 -0.775 -0.013
H -0.496 -2.018 3.995 0.038
H -1.093 -0.558 4.919 0.074
H -0.783 0.709 2.770 0.060
H 1.084 -1.339 1.657 0.109
H -0.639 -1.354 1.016 0.103
H 1.225 0.969 1.128 0.086
H -0.283 1.070 0.332 0.082
H 2.060 -0.098 -0.981 0.054
H 0.423 -0.145 -1.554 0.040
O -0.614 3.342 5.511 -0.068
H -0.075 4.120 5.629 0.020
H 0.033 2.894 4.923 0.045
O 0.682 -1.686 -6.600 -0.045
H 1.490 -1.528 -7.151 0.082
H 0.274 -2.480 -6.884 0.024
O -0.705 -0.183 -4.760 0.005
H -1.345 -0.681 -4.411 -0.041
H -0.628 -0.586 -5.597 -0.024
```

Calculated values
ΔE to the lowest compared entry with this formula, charge and spin ... 240.1 kJ/mol
SMILES ... C=CCCN.O.O.O
Highest occupied orbital energy ... -8.59 eV



| no. | largest force on an atom (eV Å⁻¹) |
| --- | --- |
| 1 | 1.64 |
| 2 | 4.54 |
| 3 | 7.49 |
| 4 | 1.60 |
| 5 | 2.47 |
| 6 | 4.49 |
| 7 | 1.34 |
| 8 | 3.58 |
| 9 | 3.92 |
| 10 | 1.14 |
| 11 | 5.62 |